Formula: C44H53ClCuN4O5PS2
Source: the Open Molecules 2025 dataset
Level of theory: ωB97M-V/def2-TZVPD

```
111
Properties=species:S:1:pos:R:3:forces:R:3:mulliken_charge:R:1
Cu -0.77316 -1.87988 0.20080 0.3548 0.8382 -0.3877 -0.49
C 2.29999 2.00954 2.35892 -0.3758 0.2616 -2.4215 -1.99
C 1.39952 0.89867 2.83759 0.4365 -1.4638 0.3996 2.98
C 1.81952 0.52492 4.25773 0.4321 -0.4030 0.3284 -1.77
C -0.04736 1.30855 2.74509 -0.5309 -0.3138 -0.4754 -0.45
C -0.44034 2.61819 3.11101 0.8575 -0.8569 -0.6064 -0.46
C -1.65887 3.11553 2.71841 -0.4321 -0.5238 0.7924 -1.20
C -2.57876 2.25349 2.13711 -0.1302 -0.4134 -1.0862 -0.18
C -2.26562 0.93897 1.72510 1.5825 0.7711 2.3812 0.60
C -3.31313 0.14978 1.02224 -1.0496 1.9531 -1.3782 2.10
C -4.04445 1.18971 0.12907 -0.5853 -0.4103 -1.7817 -2.09
C -4.47097 -0.39096 1.82326 -0.0679 -1.2843 0.7872 -1.41
C -0.96405 0.44183 2.10686 -2.2447 2.0444 0.0020 -0.75
N -0.71566 -0.92148 1.89909 0.6830 -1.8096 1.2373 1.27
C -0.62450 -1.68039 2.97559 -0.3374 0.5031 -0.4096 0.10
C -0.10982 -3.00977 3.07613 0.5161 -2.2196 -1.5100 -0.67
C -0.21238 -3.71713 4.31418 -0.5383 1.0058 -0.3025 -0.75
C 0.45656 -4.89373 4.54623 0.5694 -0.8468 -0.3664 -1.00
C 1.18262 -5.42782 3.46311 0.9908 -0.2472 -0.9185 -0.72
C 1.23563 -4.86962 2.16413 0.9384 -1.8033 2.4142 -0.67
C 0.57541 -3.71231 1.89151 -1.9572 3.8419 1.4360 0.87
N 0.56203 -3.08355 0.69356 -0.8192 -1.1449 2.4342 1.94
C 1.44893 -3.40817 -0.28341 2.5508 -0.6933 -2.8952 0.04
C 1.06192 -4.14819 -1.45427 -0.6124 0.9082 1.9720 0.23
C 1.74916 -3.90733 -2.61386 0.1437 -0.8416 -2.3916 -0.46
C 3.00058 -3.36231 -2.67125 0.3829 1.1017 -0.1838 -1.48
C 3.49407 -2.84582 -1.47113 1.4404 -0.5064 -0.2927 0.11
C 2.80706 -2.86648 -0.28822 -1.9616 -0.3138 0.3239 0.00
C 3.38955 -2.20709 0.95085 0.1852 0.3429 -0.5061 1.73
C 3.79697 -0.76581 0.62206 1.5467 0.2115 0.0866 -1.34
C 4.54589 -2.95868 1.62378 1.2165 -0.9163 -1.4013 -1.68
C 0.03854 -5.29038 -1.56163 -0.6168 1.5182 0.5008 0.57
C -1.02920 -4.93456 -2.61895 0.7257 1.4971 0.5741 -1.46
C -0.61457 -5.82857 -0.29014 0.4632 0.0064 0.1419 -1.47
H 3.27756 1.64479 2.08256 0.2358 -0.4499 -0.3608 0.38
H 2.56071 2.75500 3.06477 -0.4444 0.9521 0.9799 0.54
H 1.82098 2.47940 1.44041 0.8179 -0.3226 1.0871 0.33
H 1.59132 -0.00887 2.19746 -0.4086 0.9211 0.3454 -1.49
H 1.53638 1.35709 4.88501 0.0194 0.2069 0.5389 0.43
H 2.91026 0.40539 4.30922 -0.1130 0.1574 -0.0336 0.43
H 1.41965 -0.40235 4.70166 -0.2718 0.2985 -0.4452 0.21
H 0.28741 3.25360 3.61558 -0.1494 -0.0676 -0.2467 0.34
H -1.91760 4.13762 2.94385 -0.1108 0.1124 -0.0800 0.48
H -3.56789 2.62876 1.85384 0.5800 0.0692 0.3259 0.27
H -2.84219 -0.53696 0.33144 -0.1115 -0.4612 0.1290 -0.25
H -4.85087 1.74080 0.65255 0.5782 -0.2780 -0.0812 0.52
H -4.58680 0.64123 -0.70591 0.7740 0.6609 0.7556 0.32
H -3.31680 1.90891 -0.27133 -0.4844 -0.1791 -0.2629 0.55
H -4.78240 0.43154 2.53738 0.1225 -1.3004 -0.6015 0.38
H -4.17722 -1.35060 2.31536 -0.3820 0.7937 0.2728 0.14
H -5.30518 -0.66863 1.12306 0.5957 0.4483 0.7030 0.39
H -0.99191 -1.27966 3.93968 0.3916 0.2067 -0.4913 0.31
H -0.87970 -3.32906 5.10614 0.6373 0.1374 -0.4427 0.40
H 0.48153 -5.39876 5.53079 -0.2333 0.4292 -0.7852 0.35
H 1.83649 -6.32261 3.56645 -0.7638 0.5920 0.3110 0.36
H 1.88194 -5.35880 1.44987 -0.1310 0.1092 -0.2375 0.59
H 1.29269 -4.21444 -3.58497 0.5065 -0.1517 0.9394 0.06
H 3.52909 -3.26693 -3.65128 -0.4345 0.0121 1.1316 0.31
H 4.50323 -2.45253 -1.39569 0.0016 0.0805 -0.3839 0.39
H 2.58330 -2.17179 1.65105 -0.5958 0.2025 0.6337 -0.66
H 4.65538 -0.68900 -0.10137 -0.7187 -0.4443 0.5235 0.47
H 4.18106 -0.24636 1.51993 -0.3934 -0.2070 -0.2247 0.35
H 3.00076 -0.20207 0.17410 -0.5570 0.2970 -0.0325 0.28
H 5.50811 -2.67978 1.08943 -0.9175 -0.3017 0.6352 0.39
H 4.45944 -4.07462 1.48038 -0.0726 1.0547 0.4010 0.31
H 4.68049 -2.71954 2.68359 -0.2060 -0.0024 -0.1969 0.38
H 0.74835 -6.02679 -1.86021 -0.0424 -1.2064 -0.8205 0.45
H -1.43282 -3.90070 -2.36262 0.2621 -1.3728 -0.2920 0.19
H -1.80009 -5.67237 -2.61842 -0.7170 -0.4423 -0.1553 0.51
H -0.58125 -4.85095 -3.60683 -0.2072 -0.1081 -0.0793 0.39
H -1.27218 -5.11223 0.17902 -0.0360 0.4260 0.2521 0.01
H 0.14443 -6.16997 0.43801 -0.5701 0.1506 -0.3739 0.36
H -1.25901 -6.66565 -0.54713 0.1004 -0.3253 -0.1315 0.55
N -3.79436 -1.86956 -1.97973 1.6296 -0.9354 2.1155 -0.33
C -3.60932 -2.82427 -0.96352 2.5586 1.9986 -0.8250 0.27
N -4.57903 -3.68969 -0.72207 -1.9537 -1.3143 -0.2305 -0.39
O -2.53454 -2.85727 -0.25887 -2.8406 -0.2897 -1.3593 -0.33
H -4.39347 -2.02051 -2.74497 -0.9752 -0.4831 -0.6006 0.24
H -2.92220 -1.42140 -2.24977 0.0408 0.1745 0.3034 0.13
H -5.45683 -3.82938 -1.28529 1.7450 0.4985 0.9540 0.22
H -4.34517 -4.36050 -0.00250 -0.2924 0.0386 -0.1670 0.27
S -0.66765 8.89354 -1.36149 -0.1537 -0.0914 -0.1342 -0.55
P -0.58414 6.90750 -1.27611 -0.0867 1.0853 2.6995 0.40
S -1.33508 5.95959 0.36255 0.4104 0.3377 -0.5813 -0.51
C 1.13581 6.44353 -1.56202 0.8964 -1.6353 -0.1033 0.38
C 1.87169 7.04556 -2.57607 1.9399 -0.2707 0.5267 -0.48
C 3.16332 6.52188 -2.88720 0.7323 0.7628 0.6513 -0.42
C 3.72258 5.41718 -2.21318 -1.2671 -0.6163 -0.8935 -0.63
C 2.84846 4.67951 -1.41003 -0.5521 0.3095 1.0707 -0.32
C 1.62712 5.24141 -0.99699 0.4402 0.5093 -1.1883 -0.36
C -1.28337 6.12301 -2.67646 -0.4538 0.1352 -1.8982 0.17
C -1.41532 4.75354 -2.71929 -0.2275 -0.3285 0.0317 -0.09
C -1.87436 4.12597 -3.86246 0.1949 -0.4374 -0.6943 -0.34
C -2.29018 4.85816 -4.99279 -0.5112 -0.4039 -0.4063 -0.51
C -2.18370 6.23947 -4.92505 0.3263 0.5343 0.2104 -0.44
C -1.59013 6.85399 -3.81556 -0.7298 0.9195 0.1294 -0.46
H 1.57262 8.02925 -2.92233 -0.1717 -0.2713 -0.4293 0.36
H 3.87251 7.06272 -3.54215 -0.8070 -0.1129 0.1833 0.27
H 4.72439 5.00658 -2.42573 -0.5881 0.4938 -0.0776 0.32
H 3.06270 3.67192 -1.03258 0.3602 0.5107 -0.0317 0.34
H 1.00494 4.75177 -0.27535 -0.2451 -0.3453 0.2347 0.42
H -1.17401 4.21707 -1.81118 0.0426 -0.3595 -0.1450 0.22
H -1.79775 3.04441 -3.87786 -0.4224 0.0099 -0.1128 0.45
H -2.74973 4.38540 -5.92456 0.8026 0.4718 1.5067 0.25
H -2.55169 6.90451 -5.70033 0.0805 -0.2923 -0.2145 0.35
H -1.48604 7.96275 -3.74351 -0.0744 -0.9943 -0.2413 0.23
O -0.86146 1.28492 -2.44662 0.4816 -0.6743 -0.3556 -0.42
Cl -0.01857 0.20984 -2.01521 -1.1918 -0.8152 -0.5167 1.26
O 0.81892 -0.36969 -3.03345 -1.1037 0.3202 0.3125 -0.64
O 0.76620 0.59226 -0.91299 0.6573 0.1890 1.3562 -0.48
O -1.02094 -0.89622 -1.51465 1.0007 0.8809 -0.7826 -0.62
```
Positions in Å, forces in eV/Å.

Output
HOMO energy (spin up / spin down) = -3.936 / -3.936 eV
strongest force on any atom = 4.54 eV Å⁻¹
frontier orbital gap (spin up / spin down) = 5.02 / 4.33 eV
calculated total energy = -5541.8971 a.u.
LUMO (spin up / spin down) = 1.09 / 0.39 eV
charge = -1
energy above the lowest of the compared OMol25 structures with the same formula, charge and spin = 16.79 kcal/mol
2S+1 = 2